(1)
Formula: C10H20N6O4
Source: the Open Molecules 2025 dataset
Level of theory: ωB97M-V with the def2-TZVPD basis set

```
40
Properties=species:S:1:pos:R:3:forces:R:3:lowdin_charge:R:1
H -2.713 4.419 -0.779 -0.4 -0.8 0.3 0.07
N -2.421 3.438 -0.732 1.9 1.8 -2.1 0.12
C -2.894 2.645 0.080 -1.2 -1.4 2.3 -0.57
N -4.051 2.863 0.842 -1.0 2.9 0.4 0.08
N -2.280 1.341 0.330 -3.3 2.1 0.1 -0.01
C -1.364 0.973 -0.702 0.9 0.4 2.1 -0.27
C -2.059 0.489 -2.006 1.1 -2.5 1.6 -0.14
C -0.896 -0.151 -2.794 -0.1 0.5 0.6 -0.13
C -0.201 -1.235 -1.949 -2.5 -2.9 0.4 -0.25
N 0.717 -0.831 -0.931 2.1 2.0 -1.5 0.08
C 0.822 -1.280 0.306 -0.7 -1.4 1.4 -0.46
O 0.149 -2.266 0.684 1.0 0.9 -0.5 0.02
C 1.698 -0.498 1.340 -0.3 1.3 -0.6 -0.26
N 0.820 -0.439 2.593 0.8 -0.8 -0.6 0.05
C 3.001 -1.286 1.531 -2.1 -2.1 1.2 -0.11
C 4.148 -0.722 2.267 -2.4 1.2 0.4 -0.54
N 3.642 0.194 3.226 2.2 -0.7 -0.5 0.14
O 5.287 -0.932 1.904 -0.3 0.8 1.1 0.08
C 0.480 -2.294 -2.780 0.7 0.0 1.1 -0.43
O 0.958 -2.025 -3.841 0.0 -1.4 -0.1 0.15
O 0.562 -3.498 -2.072 1.1 0.7 -3.5 0.11
H -4.076 2.450 1.754 0.2 -0.4 0.3 0.06
H -4.382 3.917 0.954 1.2 -3.1 -0.7 0.15
H -3.055 0.661 0.344 0.5 0.3 0.4 0.12
H -0.770 0.241 -0.070 -1.0 0.6 -1.9 0.10
H -0.690 1.906 -0.727 -0.8 -1.5 -1.0 0.14
H -2.905 -0.333 -1.802 1.9 1.6 -0.1 0.16
H -2.558 1.268 -2.508 -0.3 1.1 -0.7 0.08
H -0.158 0.618 -3.073 -0.2 -0.1 0.1 0.13
H -1.268 -0.544 -3.724 0.1 -0.6 -0.3 0.12
H -0.947 -1.957 -1.421 0.4 2.0 -0.4 0.18
H 1.267 -0.003 -1.191 -0.3 -0.6 0.4 0.18
H 2.119 0.508 0.891 -1.7 -1.3 1.1 0.18
H 0.470 -1.424 2.691 0.6 1.1 -0.1 0.09
H -0.056 0.086 2.485 0.7 0.1 -0.4 0.07
H 2.628 -2.171 2.140 0.9 0.2 -1.2 0.16
H 3.392 -1.494 0.564 0.1 -1.0 -0.8 0.12
H 2.814 0.081 3.848 1.0 -0.1 -1.2 0.11
H 4.473 0.672 3.506 0.0 0.7 1.4 0.08
H 0.299 -3.388 -1.177 -0.6 0.4 1.6 0.05
```
Positions in Å, forces in eV/Å.

Properties
DFT total energy = -1022.5157 Eh
HOMO energy = -9.59 eV
ΔE to the lowest compared entry with this formula, charge and spin = 84.3 kcal/mol
HOMO-LUMO gap = 10.128 eV

(2)
Formula: C4H6N2S
Source: the Open Molecules 2025 dataset
Level of theory: ωB97M-V with the def2-TZVPD basis set

```
13
Properties=species:S:1:pos:R:3:forces:R:3:lowdin_charge:R:1
S -0.994 -3.199 -0.115 0.2 -0.4 -0.2 0.59
C -1.189 -1.749 0.572 1.1 1.2 -0.6 -0.70
N -0.460 -0.619 0.328 -0.6 -0.9 -0.2 -0.19
C 0.720 -0.346 -0.522 -1.8 0.0 -1.1 -0.12
C 0.802 1.148 -0.512 0.2 1.0 -0.7 -0.16
C -0.225 1.512 0.473 0.1 0.1 1.1 -0.14
N -0.887 0.526 0.938 -0.3 1.3 0.3 0.09
H -1.943 -1.521 1.303 -0.4 0.0 0.3 0.06
H 0.681 -0.769 -1.523 -0.4 -0.2 0.1 0.12
H 1.534 -0.719 -0.039 2.4 -1.4 1.3 0.09
H 1.786 1.556 -0.258 -0.1 -0.2 0.0 0.12
H 0.492 1.635 -1.435 0.2 -0.1 -0.4 0.12
H -0.315 2.546 0.793 -0.6 -0.3 0.3 0.12
```
Positions in Å, forces in eV/Å.

Properties
DFT total energy = -663.6663 Eh
HOMO energy = -8.45 eV
ΔE to the lowest compared entry with this formula, charge and spin = 39.1 kcal/mol
HOMO-LUMO gap = 9.108 eV

(3)
Formula: C25H75N7O10
Source: the Open Molecules 2025 dataset
Level of theory: ωB97M-V with the def2-TZVPD basis set

```
117
Properties=species:S:1:pos:R:3:forces:R:3:lowdin_charge:R:1
C 6.040 -18.027 -5.374 -0.1 1.0 2.6 -0.06
O 5.603 -16.892 -4.576 0.9 0.2 -0.7 -0.20
C 4.802 -17.170 -3.452 0.7 0.3 0.3 -0.20
C 4.629 -15.889 -2.577 0.2 -1.1 -1.3 -0.42
C 3.880 -14.892 -3.444 0.2 0.0 0.7 -0.06
N 5.875 -15.356 -2.052 0.4 0.3 0.0 0.03
H 5.148 -18.560 -5.597 -0.5 -1.2 -0.3 0.06
H 6.863 -18.592 -4.877 -0.9 0.0 0.0 0.11
H 6.466 -17.625 -6.235 0.5 0.6 -1.5 0.02
H 3.837 -17.525 -3.783 -0.6 0.0 -0.1 0.10
H 5.254 -17.971 -2.880 0.3 -0.2 0.4 0.12
H 4.076 -16.265 -1.726 -0.5 0.2 0.3 0.13
H 4.474 -14.736 -4.338 -0.3 0.0 -0.3 0.07
H 3.749 -13.955 -2.944 0.2 0.8 0.4 0.07
H 2.882 -15.231 -3.611 -0.7 -0.4 -0.7 0.07
H 6.413 -14.888 -2.789 -0.3 -0.4 0.2 0.07
H 5.615 -14.620 -1.397 0.3 -0.1 -0.1 0.07
C 4.754 -23.724 -7.786 0.5 -0.2 0.6 -0.03
O 5.683 -24.564 -7.019 0.1 0.9 -1.8 -0.23
C 5.172 -25.186 -5.877 0.4 -0.1 0.9 -0.23
C 5.475 -26.691 -5.837 1.9 -0.9 -0.3 -0.39
C 4.870 -27.472 -7.062 -0.6 2.6 0.6 -0.04
N 5.182 -27.294 -4.506 -1.0 -0.4 -3.0 0.05
H 5.273 -23.013 -8.472 0.1 -1.0 0.7 0.08
H 4.181 -23.137 -7.075 -0.1 0.3 0.1 0.07
H 4.043 -24.319 -8.358 0.1 -0.2 -0.2 0.09
H 5.649 -24.735 -4.976 -0.3 -0.1 -0.4 0.13
H 4.112 -24.983 -5.832 -0.6 -0.2 0.3 0.11
H 6.612 -26.796 -5.933 -1.3 0.3 0.1 0.15
H 3.872 -26.997 -7.248 0.5 -0.8 0.0 0.09
H 4.813 -28.509 -6.886 -0.3 -1.2 0.4 0.05
H 5.453 -27.331 -7.972 0.1 0.2 0.1 0.07
H 5.877 -27.100 -3.852 1.0 0.6 1.3 0.04
H 4.257 -27.064 -4.210 -0.4 0.1 0.5 0.06
C 5.082 -24.562 -11.728 1.5 0.7 -0.6 -0.11
O 3.842 -24.158 -11.297 -0.8 -0.8 1.6 -0.18
C 3.040 -23.454 -12.130 -0.9 1.3 -2.8 -0.27
C 1.575 -23.327 -11.708 0.6 1.1 1.6 -0.47
C 0.996 -24.649 -11.329 -0.6 -1.4 -1.1 -0.07
N 0.906 -22.526 -12.718 -0.5 0.7 0.9 0.03
H 5.108 -25.540 -12.155 -0.4 -1.1 -0.2 0.08
H 5.727 -24.547 -10.861 0.4 -0.1 0.1 0.08
H 5.541 -23.933 -12.516 -0.4 0.3 0.4 0.10
H 3.433 -22.463 -12.312 0.2 0.8 0.4 0.11
H 3.011 -23.789 -13.219 0.1 -0.6 1.0 0.15
H 1.433 -22.736 -10.747 0.9 -0.3 -1.0 0.15
H 1.680 -25.241 -10.726 0.2 0.1 0.1 0.07
H 0.742 -25.274 -12.236 0.1 0.6 0.9 0.10
H 0.123 -24.456 -10.726 -0.6 -0.3 0.0 0.07
H 0.096 -22.015 -12.313 0.8 -0.9 -0.9 0.09
H 0.724 -23.032 -13.567 -0.5 -0.1 -0.1 0.06
C 8.561 -15.405 -11.725 -0.5 0.0 -1.3 -0.13
O 8.956 -14.960 -10.464 -0.2 0.8 0.0 -0.21
C 8.863 -15.971 -9.458 0.8 -0.3 -2.4 -0.20
C 9.217 -15.320 -8.159 -2.1 -0.6 0.3 -0.42
C 8.810 -16.258 -7.062 0.9 -1.7 -1.3 -0.05
N 8.360 -14.159 -7.920 -0.1 0.8 -0.4 0.05
H 7.466 -15.640 -11.780 0.8 -0.1 0.2 0.07
H 9.144 -16.292 -12.015 -0.2 0.0 0.0 0.09
H 8.739 -14.642 -12.525 0.1 -0.3 1.0 0.10
H 7.875 -16.438 -9.562 -0.1 0.1 0.7 0.12
H 9.593 -16.756 -9.800 -0.4 0.3 0.9 0.15
H 10.252 -15.097 -8.143 1.2 0.3 0.0 0.13
H 9.143 -15.853 -6.164 0.4 0.5 2.0 0.06
H 9.333 -17.226 -7.219 -0.6 0.3 0.3 0.11
H 7.731 -16.366 -7.066 0.1 -0.2 0.0 0.05
H 8.550 -13.427 -8.584 0.1 0.2 -0.6 0.07
H 8.627 -13.719 -7.051 -0.1 -0.2 0.4 0.09
C 7.601 -20.645 -7.165 2.4 1.2 1.1 -0.10
O 6.971 -19.579 -7.832 0.1 -1.0 0.6 -0.18
C 6.277 -19.947 -8.988 0.0 0.2 -0.9 -0.20
C 4.809 -20.179 -8.730 0.2 1.9 0.4 -0.40
C 4.103 -20.770 -9.889 0.1 -0.6 -1.3 -0.05
N 4.138 -18.953 -8.222 -0.5 0.5 -0.8 0.08
H 7.626 -21.612 -7.609 -0.7 -0.7 -0.8 0.07
H 7.366 -20.727 -6.115 -1.0 -0.1 0.4 0.07
H 8.678 -20.379 -7.077 -0.2 -0.1 -0.3 0.09
H 6.555 -19.157 -9.653 -0.8 0.8 -0.9 0.12
H 6.636 -20.818 -9.529 0.6 -0.7 0.5 0.13
H 4.800 -20.868 -7.891 -0.2 -0.3 0.1 0.10
H 4.587 -21.722 -10.121 -0.1 0.0 -0.2 0.06
H 4.067 -20.172 -10.830 0.2 -0.1 0.9 0.10
H 3.105 -21.018 -9.603 -0.9 -0.1 0.1 0.07
H 4.811 -18.450 -7.680 0.6 0.2 0.7 0.04
H 3.908 -18.231 -8.930 0.1 -1.0 0.0 0.08
N 5.733 -14.835 -9.973 -0.1 0.1 1.6 0.19
C 4.912 -15.459 -9.063 -0.8 -0.5 -1.0 -0.62
N 5.214 -15.417 -7.753 -1.3 -0.5 0.1 0.20
O 3.912 -16.084 -9.457 0.1 0.3 0.0 -0.02
H 5.565 -15.034 -10.931 -0.1 -0.1 -0.4 0.07
H 6.603 -14.410 -9.685 0.0 -0.1 -0.1 0.07
H 4.480 -15.680 -7.070 1.1 0.3 -0.8 0.14
H 6.035 -14.931 -7.528 1.1 0.8 1.0 0.05
C 2.949 -20.517 -5.647 0.1 -1.2 0.7 -0.18
O 2.678 -19.176 -5.944 -0.1 0.7 -0.3 -0.20
H 4.013 -20.816 -5.983 -1.7 0.2 0.6 0.08
H 2.796 -20.674 -4.532 0.7 0.4 -1.1 0.09
H 2.147 -21.201 -6.038 0.9 0.4 -0.3 0.09
H 2.950 -18.946 -6.888 0.0 -0.7 0.7 0.07
C 9.106 -24.598 -7.972 0.6 0.4 -0.8 -0.17
O 7.921 -24.837 -8.729 0.0 -0.5 1.2 -0.15
H 9.514 -25.450 -7.389 -0.4 0.0 -0.6 0.08
H 9.860 -24.272 -8.729 -0.3 -0.2 0.9 0.09
H 8.915 -23.808 -7.239 0.2 0.2 -0.1 0.06
H 7.255 -24.998 -8.029 -0.2 0.1 -0.7 0.04
C 4.633 -17.210 -12.720 2.7 -0.3 0.2 -0.13
O 5.082 -17.543 -11.379 -0.3 -0.5 -1.6 -0.18
H 3.560 -17.099 -12.775 -0.2 0.5 0.0 0.07
H 5.279 -16.300 -13.004 -1.5 -1.0 -0.2 0.09
H 4.931 -18.060 -13.382 -0.2 0.7 0.4 0.08
H 4.547 -16.966 -10.836 -0.4 0.3 1.1 -0.02
C 1.262 -18.423 -2.831 0.5 0.5 0.9 -0.22
O 0.731 -18.800 -4.035 -0.3 -0.2 -1.6 -0.11
H 2.209 -18.851 -2.598 1.0 -1.0 0.0 0.06
H 1.476 -17.372 -2.665 -0.4 0.8 -0.5 0.06
H 0.600 -18.710 -2.038 -0.6 -0.3 0.4 0.07
H 1.382 -18.798 -4.784 -0.4 0.2 0.8 0.05
```
Positions in Å, forces in eV/Å.

Properties
DFT total energy = -2133.0247 Eh
HOMO energy = -9.22 eV
ΔE to the lowest compared entry with this formula, charge and spin = 0.0 kcal/mol
HOMO-LUMO gap = 9.824 eV

(4)
Formula: C10H32O11
Source: the Open Molecules 2025 dataset
Level of theory: ωB97M-V with the def2-TZVPD basis set

```
53
Properties=species:S:1:pos:R:3:forces:R:3:lowdin_charge:R:1
O -1.206 12.815 3.532 -0.1 0.6 0.0 -0.07
C -0.118 12.895 4.425 0.4 -0.5 0.8 -0.24
C -0.133 11.751 5.415 0.3 -0.3 -0.1 -0.24
O 0.145 10.552 4.690 -0.1 0.1 0.1 -0.06
H -1.485 11.899 3.420 0.0 -0.1 0.0 0.07
H 0.838 12.898 3.897 0.0 0.0 -0.1 0.13
H -0.165 13.802 5.042 -0.2 0.2 -0.4 0.12
H -1.123 11.698 5.887 0.0 0.0 0.0 0.12
H 0.626 11.886 6.194 0.0 0.2 -0.1 0.12
H 0.215 9.830 5.320 -0.1 -0.1 -0.1 0.09
O -3.485 10.842 2.853 0.2 0.3 0.2 -0.08
C -4.751 10.528 3.442 1.0 -0.5 -0.2 -0.22
C -4.713 9.230 4.247 -0.2 0.4 -0.3 -0.25
O -3.888 9.314 5.389 0.0 0.0 0.0 -0.06
H -3.186 10.154 2.251 -0.2 -0.2 0.0 0.09
H -4.920 11.356 4.131 -0.4 0.1 -0.2 0.10
H -5.490 10.463 2.641 -0.3 0.1 0.3 0.12
H -4.295 8.441 3.620 -0.1 -0.1 0.1 0.12
H -5.749 8.975 4.505 0.1 -0.2 0.0 0.12
H -4.254 9.990 5.967 0.0 0.0 0.1 0.09
O -5.096 16.110 4.028 0.4 -0.2 -0.2 -0.07
C -4.834 14.750 3.703 -0.8 -0.6 -0.4 -0.24
C -3.931 14.101 4.705 0.4 -0.6 0.1 -0.24
O -2.760 14.884 4.865 0.1 0.3 0.3 -0.07
H -4.209 16.469 4.175 -0.1 0.3 0.2 0.10
H -5.789 14.217 3.641 -0.1 0.2 0.3 0.12
H -4.409 14.631 2.695 0.2 0.3 0.1 0.13
H -3.676 13.098 4.342 0.1 0.1 0.0 0.10
H -4.399 13.967 5.686 -0.1 0.3 0.0 0.12
H -2.019 14.416 4.463 -0.2 -0.2 -0.3 0.05
O -8.745 13.229 7.948 -0.2 0.2 -0.1 -0.07
C -8.928 13.821 6.663 0.1 -0.9 -0.3 -0.25
C -7.672 14.580 6.328 0.3 0.6 0.3 -0.27
O -7.918 15.316 5.153 -0.2 0.0 -0.3 -0.06
H -9.584 12.842 8.210 0.1 -0.1 0.1 0.08
H -9.056 13.026 5.910 -0.1 0.1 0.0 0.12
H -9.813 14.456 6.604 0.1 0.2 0.2 0.12
H -6.823 13.897 6.200 -0.1 -0.1 0.0 0.11
H -7.421 15.250 7.162 -0.1 -0.1 0.0 0.13
H -7.274 16.025 5.068 0.2 -0.1 -0.1 0.07
O -0.724 17.293 8.543 0.1 0.0 0.1 -0.06
C -1.355 16.178 9.148 0.1 0.0 0.1 -0.25
C -1.487 14.978 8.256 -0.1 -1.0 0.0 -0.24
O -0.275 14.199 8.251 -0.1 0.5 -0.3 -0.07
H -1.266 17.619 7.819 -0.1 -0.1 0.0 0.08
H -0.736 15.896 10.002 0.0 0.1 0.0 0.13
H -2.349 16.431 9.535 0.0 0.1 -0.1 0.12
H -1.804 15.262 7.246 0.2 0.0 0.0 0.10
H -2.260 14.309 8.659 -0.2 0.3 0.0 0.12
H -0.476 13.388 7.775 0.1 0.0 0.0 0.05
O -5.888 17.049 1.376 0.1 0.0 -0.1 -0.06
H -5.992 16.373 0.703 0.0 0.0 0.0 0.03
H -5.422 16.620 2.106 -0.2 0.1 0.2 -0.01
```
Positions in Å, forces in eV/Å.

Properties
DFT total energy = -1227.7507 Eh
HOMO energy = -10.34 eV
ΔE to the lowest compared entry with this formula, charge and spin = 8.3 kcal/mol
HOMO-LUMO gap = 10.522 eV

(5)
Formula: C5H10O2
Source: the Open Molecules 2025 dataset
Level of theory: ωB97M-V with the def2-TZVPD basis set

```
17
Properties=species:S:1:pos:R:3:forces:R:3:lowdin_charge:R:1
C -1.189 2.097 -0.513 -0.1 0.1 -0.2 -0.11
O -0.406 1.685 0.586 0.1 0.1 0.1 -0.19
C -0.338 0.292 0.789 0.0 -0.2 0.1 -0.18
C 0.812 -0.385 -0.043 0.0 -0.1 -0.1 -0.28
C 1.844 -1.294 0.656 0.0 0.0 0.1 -0.05
C 0.053 -1.157 -1.093 -0.1 -0.3 0.0 -0.26
O -0.169 -2.343 -1.037 0.2 0.4 -0.2 0.06
H -0.920 1.584 -1.449 0.0 0.0 0.2 0.08
H -1.003 3.166 -0.650 -0.1 -0.2 0.0 0.09
H -2.267 1.947 -0.336 0.2 -0.1 0.0 0.09
H -1.308 -0.164 0.527 0.2 0.1 0.1 0.13
H -0.196 0.128 1.862 0.2 0.0 -0.2 0.13
H 1.339 0.451 -0.515 -0.1 -0.1 -0.1 0.14
H 2.087 -2.128 -0.012 0.0 0.2 0.2 0.08
H 2.777 -0.754 0.853 -0.3 0.0 0.1 0.08
H 1.501 -1.740 1.596 -0.1 0.2 -0.2 0.08
H -0.392 -0.533 -1.899 0.0 -0.2 0.0 0.12
```
Positions in Å, forces in eV/Å.

Properties
DFT total energy = -346.9460 Eh
HOMO energy = -9.79 eV
ΔE to the lowest compared entry with this formula, charge and spin = 49.8 kcal/mol
HOMO-LUMO gap = 10.716 eV

(6)
Formula: C10H9Br2NOPb
Source: the Open Molecules 2025 dataset
Level of theory: ωB97M-V with the def2-TZVPD basis set

```
24
Properties=species:S:1:pos:R:3:forces:R:3:lowdin_charge:R:1
Pb -1.308 0.318 -2.502 -0.9 0.2 -0.4 1.42
C 0.674 -0.004 -3.448 1.1 -0.2 -0.5 -0.26
H 1.421 0.626 -2.948 -0.3 -0.2 -0.1 0.01
H 0.944 -1.064 -3.353 -0.1 0.3 0.0 0.02
H 0.584 0.278 -4.508 -0.1 -0.1 0.4 0.02
H -3.767 0.768 -1.282 0.8 -0.3 -0.4 -0.07
H -4.387 0.973 -0.988 -1.0 0.3 0.5 0.06
Br -0.733 -4.216 0.218 0.4 1.2 0.5 1.03
C -0.211 -2.504 0.805 0.2 -2.0 1.4 -0.50
C 0.393 -2.306 2.047 -0.4 -0.7 -0.5 -0.10
C 0.792 -1.041 2.472 0.7 0.1 1.5 -0.48
Br 1.593 -0.856 4.196 -0.7 -0.3 -1.6 1.01
C 0.614 0.114 1.649 -0.4 0.8 -1.2 -0.15
C 1.005 1.430 1.981 -0.1 -0.7 0.1 0.05
C 0.792 2.460 1.085 -0.1 0.3 -0.5 0.04
C 0.175 2.199 -0.142 -0.1 -0.3 0.5 -0.03
N -0.238 0.962 -0.471 0.6 -0.9 0.7 -0.02
C -0.009 -0.081 0.382 0.3 1.7 0.2 -0.12
C -0.438 -1.397 -0.058 -1.7 0.3 -3.5 -0.30
O -1.010 -1.569 -1.204 1.7 0.8 2.7 -0.14
H 0.551 -3.162 2.689 0.0 0.0 0.0 0.13
H 1.477 1.602 2.943 0.0 0.1 -0.1 0.11
H 1.090 3.481 1.308 0.0 -0.2 0.0 0.14
H -0.005 2.990 -0.873 0.0 -0.2 0.3 0.15
```
Positions in Å, forces in eV/Å.

Properties
DFT total energy = -5856.6085 Eh
Charge = +2
HOMO energy (alpha / beta) = -15.54 / -15.53 eV
ΔE to the lowest compared entry with this formula, charge and spin = 0.0 kcal/mol
HOMO-LUMO gap (alpha / beta) = 4.194 / 4.188 eV

(7)
Formula: H2O2
Source: the Open Molecules 2025 dataset
Level of theory: ωB97M-V with the def2-TZVPD basis set

```
4
Properties=species:S:1:pos:R:3:forces:R:3:lowdin_charge:R:1
O 0.519 0.216 -0.445 0.3 0.7 0.9 -0.05
O -0.547 -0.116 0.452 -3.1 2.4 -4.7 -0.02
H 0.322 -0.337 -1.184 -0.3 -0.7 -0.9 0.07
H -0.103 -0.466 1.123 3.1 -2.4 4.6 0.00
```
Positions in Å, forces in eV/Å.

Properties
DFT total energy = -151.5618 Eh
HOMO energy = -10.89 eV
ΔE to the lowest compared entry with this formula, charge and spin = 4.5 kcal/mol
HOMO-LUMO gap = 12.097 eV

(8)
Formula: C6H10O
Source: the Open Molecules 2025 dataset
Level of theory: ωB97M-V with the def2-TZVPD basis set

```
17
Properties=species:S:1:pos:R:3:forces:R:3:lowdin_charge:R:1
C 0.628 1.320 0.512 1.0 -0.1 0.1 -0.17
C 0.923 2.329 -0.304 -0.5 -0.4 -0.2 0.01
C -1.458 0.538 -0.485 -0.2 0.6 0.7 0.08
C -0.417 0.303 0.330 -0.7 -0.2 -0.7 -0.37
C -0.271 -0.951 1.103 0.3 -0.1 0.3 -0.14
C -1.040 -2.059 0.776 0.8 0.1 -0.9 -0.06
H 1.296 1.152 1.359 -0.5 0.1 0.1 0.11
H 1.651 3.058 -0.006 0.3 0.1 -0.1 0.05
H 0.434 2.432 -1.272 0.0 0.2 0.2 0.06
H -2.336 -0.085 -0.493 0.0 -0.4 -0.3 0.06
H -1.574 1.501 -0.968 0.0 0.0 -0.1 0.07
H -1.264 -1.356 1.822 -0.1 -0.2 0.4 0.16
H -0.744 -3.018 1.202 -0.5 0.2 0.4 0.08
H -1.701 -2.124 -0.097 -0.1 0.0 0.0 0.08
H 1.329 -1.145 -0.704 0.3 0.0 0.0 -0.01
H 2.314 -0.623 -1.747 0.0 -0.3 0.4 0.04
O 2.231 -1.271 -1.028 -0.1 0.3 -0.4 -0.06
```
Positions in Å, forces in eV/Å.

Properties
DFT total energy = -309.6585 Eh
HOMO energy = -8.48 eV
ΔE to the lowest compared entry with this formula, charge and spin = 115.4 kcal/mol
HOMO-LUMO gap = 8.205 eV